No. 1
Formula: C3H4I2
Source: the Open Molecules 2025 dataset
Level of theory: ωB97M-V/def2-TZVPD

Geometry (Å):
1 C 0.7696 0.0808 -0.2144
2 C -0.5232 -0.1147 -0.4970
3 C -1.7770 -0.0087 0.2823
4 I -3.0470 -1.7010 0.0498
5 I -2.8243 1.8787 0.0206
6 H 1.5950 -0.1710 -0.8545
7 H 1.1024 0.5403 0.6250
8 H -0.5863 -0.4986 -1.4170
9 H -1.4288 0.1504 1.5608

Kohn-Sham gap ... 9.104 eV
Calculated total energy ... -19374.9464 eV
LUMO ... -0.26 eV
F_max ... 5.19 eV Å⁻¹



No. 2
Formula: C3H4I2
Source: the Open Molecules 2025 dataset
Level of theory: ωB97M-V/def2-TZVPD

Geometry (Å):
1 C 0.8986 0.1817 -0.2745
2 C -0.2255 -0.7508 -0.7177
3 C -0.1918 -0.1360 0.6532
4 I -0.3715 -0.8361 2.5667
5 I -1.9553 2.5377 0.5653
6 H 1.7384 -0.2487 0.2467
7 H 1.1074 1.1578 -0.7127
8 H -0.8651 -0.2133 -1.3390
9 H -0.1352 -1.6922 -0.9880

Kohn-Sham gap (alpha / beta) ... 8.071 / 6.009 eV
Calculated total energy ... -19373.3557 eV
LUMO (alpha / beta) ... -1.18 / -2.43 eV
F_max ... 5.30 eV Å⁻¹



No. 3
Formula: C3H4IN2P
Source: the Open Molecules 2025 dataset
Level of theory: ωB97M-V/def2-TZVPD

Geometry (Å):
1 C 0.4268 -0.1734 -0.1963
2 C -1.7515 0.0510 -0.1056
3 C 1.7684 -0.7685 -0.1279
4 N 0.3747 1.1172 -0.1288
5 N -0.8156 -0.8368 -0.2478
6 P -1.1306 1.7759 -0.2840
7 I -3.7748 -0.5397 0.1539
8 H 1.9970 -1.5418 -1.0020
9 H 1.9983 -1.2522 0.8456
10 H 2.4052 0.1087 -0.0386
11 H -1.4979 2.0596 1.1315

Multiplicity ... 3
Kohn-Sham gap (alpha / beta) ... 6.691 / 6.085 eV
Calculated total energy ... -23540.7105 eV
LUMO (alpha / beta) ... 0.29 / -3.75 eV
Expectation value of S² ... 2.01
F_max ... 6.27 eV Å⁻¹



No. 4
Formula: C3H4IN3
Source: the Open Molecules 2025 dataset
Level of theory: ωB97M-V/def2-TZVPD

Geometry (Å):
1 C -0.5681 0.2475 0.6809
2 C 0.2639 -0.5202 -0.2324
3 N 0.6134 -1.6916 -0.4291
4 N 1.6852 -1.7499 -1.2651
5 C 2.0294 -0.5459 -1.6853
6 N 1.2341 0.3458 -1.0033
7 I 1.4131 2.3512 -0.9528
8 H -0.9226 1.0244 0.0202
9 H -1.4405 -0.3496 0.8665
10 H -0.1240 0.8037 1.5498
11 H 2.9126 -0.4668 -2.2944

Structure (SMILES) ... Cc1nncn1I
Kohn-Sham gap ... 8.832 eV
Calculated total energy ... -15744.6786 eV
LUMO ... -0.65 eV
F_max ... 6.06 eV Å⁻¹